25
Properties=species:S:1:pos:R:3:forces:R:3 method="wB97M-V/def2-TZVPD" spin_multiplicity=1 orbital_gap_ev=7.48 de_lowest_kj_mol=170.2 total_charge=+2 e_lumo_ev=-9.09 e_homo_ev=-16.6
C 3.525 1.521 0.368 0.44 0.20 0.15
N 2.714 0.323 -0.028 -2.21 0.32 0.04
C 1.456 0.258 0.347 2.37 0.93 0.37
N 0.477 -0.603 -0.079 1.49 -2.78 0.82
C 0.729 -1.946 -0.389 -0.91 1.96 0.23
N -0.206 -2.806 -0.605 0.50 3.33 0.43
C -0.867 -0.124 0.013 -0.89 -0.57 1.68
C -1.172 0.699 -1.021 2.12 -0.38 -1.95
C -2.448 1.172 -1.033 -0.56 -0.12 1.05
C -3.285 0.941 0.077 -1.84 0.92 -0.47
C -3.024 0.099 1.183 2.44 1.28 -3.32
C -1.722 -0.451 1.092 -0.27 0.73 0.91
H 3.595 2.241 -0.449 -0.06 -0.43 -0.34
H 3.096 2.117 1.204 0.01 -1.02 -0.32
H 4.518 1.165 0.615 0.09 0.10 0.16
H 3.038 -0.315 -0.759 0.37 0.43 0.19
H 1.279 1.046 1.112 -1.01 -0.76 -0.71
H 1.734 -2.307 -0.487 0.53 0.01 0.37
H 0.069 -3.693 -0.776 0.95 -3.69 -0.78
H -1.161 -2.589 -0.752 -1.27 0.52 0.24
H -0.259 0.799 -1.765 -2.65 0.37 0.93
H -2.824 1.703 -1.857 -0.40 0.92 -0.74
H -4.226 1.559 0.002 0.83 -1.13 0.41
H -3.718 0.053 1.979 -0.27 -0.43 0.83
H -1.319 -0.861 2.008 0.20 -0.74 -0.19